# 1
A single C20H35N3O5S molecule, computed with ωB97M-V/def2-TZVPD.

Output
- HOMO energy: -9.320 eV
- ΔE to the lowest compared entry with this formula, charge and spin: 15.2 kJ/mol
- Calculated total energy: -1721.79497 hartree
- Lowest unoccupied orbital energy: 0.47 eV
- Structure (SMILES): CC1(C)CCC[C@@H](C(=O)NC[C@@H]2CC[C@]3(CO2)C[C@H](NC(=O)CS(N)(=O)=O)C3)C1

```
! RIJCOSX wB97M-V def2-TZVPD def2/J DEFGRID3
* xyz 0 1
C -4.966 3.190 3.126
C -3.870 3.929 2.360
C -4.359 5.351 2.070
C -2.590 3.952 3.209
C -1.375 4.493 2.461
C -1.135 3.725 1.166
C -2.391 3.734 0.284
C -2.081 3.033 -1.028
O -1.693 3.650 -2.006
N -2.226 1.678 -1.039
C -1.672 0.890 -2.120
C -0.197 0.606 -1.914
C 0.412 -0.196 -3.052
C 1.860 -0.556 -2.728
C 1.937 -1.245 -1.376
C 1.255 -0.368 -0.335
O -0.091 -0.105 -0.682
C 1.448 -2.715 -1.312
C 2.651 -3.025 -0.405
N 3.388 -4.265 -0.570
C 2.929 -5.374 -1.186
O 1.783 -5.559 -1.546
C 3.974 -6.463 -1.445
S 5.049 -6.874 -0.094
N 4.012 -7.254 1.117
O 5.761 -8.058 -0.465
O 5.749 -5.677 0.295
C 3.325 -1.732 -0.899
C -3.586 3.171 1.054
H -4.660 2.166 3.355
H -5.188 3.694 4.070
H -5.888 3.145 2.543
H -3.621 5.954 1.542
H -5.264 5.327 1.460
H -4.599 5.865 3.004
H -2.769 4.534 4.118
H -2.376 2.926 3.531
H -1.513 5.554 2.233
H -0.490 4.428 3.099
H -0.296 4.153 0.612
H -0.870 2.686 1.399
H -2.596 4.765 -0.009
H -2.337 1.210 -0.156
H -2.216 -0.054 -2.187
H -1.810 1.443 -3.048
H 0.335 1.564 -1.813
H -0.176 -1.108 -3.195
H 0.354 0.382 -3.977
H 2.282 -1.204 -3.500
H 2.469 0.355 -2.702
H 1.231 -0.851 0.643
H 1.807 0.579 -0.235
H 0.455 -2.913 -0.916
H 1.546 -3.202 -2.282
H 2.363 -2.921 0.645
H 4.361 -4.262 -0.298
H 3.447 -7.372 -1.721
H 4.644 -6.172 -2.257
H 4.048 -8.231 1.371
H 4.066 -6.618 1.899
H 3.978 -1.934 -1.751
H 3.859 -1.123 -0.168
H -3.394 2.125 1.324
H -4.479 3.173 0.422
*
```


# 2
C7H13N2 as an isolated structure at a distorted geometry, computed with ωB97M-V/def2-TZVPD.

Output
- HOMO energy: -13.646 eV
- ΔE to the lowest compared entry with this formula, charge and spin: 522.1 kJ/mol
- Calculated total energy: -383.61832 hartree
- Lowest unoccupied orbital energy: -4.08 eV

```
! RIJCOSX wB97M-V def2-TZVPD def2/J DEFGRID3
* xyz 1 1
C -0.234 2.484 0.330
C -0.922 0.195 -0.048
C 2.302 -0.524 0.686
C 1.888 0.609 -0.398
C 1.401 -1.544 -0.080
C 0.867 -0.378 -0.858
C -3.085 -0.634 0.265
N -0.860 1.427 0.078
N -1.710 -0.826 -0.237
H -0.415 3.212 -0.375
H 0.134 2.703 1.329
H 3.364 -0.618 0.805
H 1.761 -0.230 1.544
H 1.448 1.520 0.043
H 2.752 0.974 -0.995
H 1.828 -2.005 -1.074
H 0.795 -2.371 0.375
H 0.442 -0.580 -1.837
H -3.023 0.131 1.016
H -3.409 -1.511 0.712
H -3.919 -0.337 -0.521
H -1.407 -1.696 -0.760
*
```


# 3
A 2-piece molecular cluster, C4H4N2 overall at a distorted geometry, computed with ωB97M-V/def2-TZVPD.

Output
- HOMO energy (alpha / beta): -8.854 / -8.854 eV
- ΔE to the lowest compared entry with this formula, charge and spin: 458.7 kJ/mol
- Calculated total energy: -264.15173 hartree
- Lowest unoccupied orbital energy (alpha / beta): -1.71 / -1.71 eV

```
! RIJCOSX wB97M-V def2-TZVPD def2/J DEFGRID3
* xyz 0 1
N -1.158 -0.746 -0.382
C -0.278 -0.624 0.564
C 1.076 -0.294 0.328
C 2.266 -0.156 0.195
C -0.717 1.937 0.088
N -0.805 1.874 -1.087
H -1.024 -0.112 -1.189
H -2.117 -0.945 -0.128
H -0.556 -0.941 1.566
H 3.312 0.007 0.045
*
```


# 4
A 3-piece molecular cluster, C7H16N2 overall at a distorted geometry, computed with ωB97M-V/def2-TZVPD.

Output
- HOMO energy (alpha / beta): -5.703 / -5.854 eV
- ΔE to the lowest compared entry with this formula, charge and spin: 568.7 kJ/mol
- Calculated total energy: -385.62397 hartree
- Lowest unoccupied orbital energy (alpha / beta): 0.78 / 0.81 eV

```
! RIJCOSX wB97M-V def2-TZVPD def2/J DEFGRID3
* xyz 0 1
C 0.594 -0.492 0.251
C -0.127 0.683 0.082
C 0.112 0.835 2.249
C -1.624 0.725 -0.031
C 0.682 0.125 -3.213
C -0.583 -0.215 3.076
C 0.051 -0.575 -2.039
N 1.943 -0.593 0.318
N -0.659 -1.620 -2.109
H 0.048 -1.389 0.522
H 0.421 1.570 -0.217
H 2.533 0.028 -0.215
H 2.348 -1.494 0.506
H -0.731 -2.003 -3.071
H 1.176 0.937 2.450
H -0.378 1.808 2.277
H -2.063 1.350 0.750
H -2.055 -0.273 0.042
H -1.912 1.130 -1.002
H 0.185 1.083 -3.395
H 0.629 -0.474 -4.138
H 1.733 0.348 -3.004
H -1.583 -0.438 2.690
H -0.021 -1.153 3.100
H -0.716 0.099 4.121
*
```


# 5
A 3-piece molecular cluster, C11H29FNO10P3 overall at a distorted geometry, computed with ωB97M-V/def2-TZVPD.

Output
- HOMO energy: -8.747 eV
- Calculated total energy: -2367.52261 hartree
- Lowest unoccupied orbital energy: -1.41 eV
- Structure (SMILES): N=[PH2]COC(=O)CCCF.COP(=O)(OC)OC.COP(=O)(OC)OC

```
! RIJCOSX wB97M-V def2-TZVPD def2/J DEFGRID3
* xyz 0 1
N 3.004 -1.998 -0.340
P 2.424 -0.725 0.367
C 1.681 0.442 -0.871
O 0.260 0.338 -0.948
C -0.358 0.779 0.152
O 0.202 1.286 1.089
C -1.865 0.608 0.138
C -2.158 -0.860 -0.292
C -3.642 -1.101 -0.070
F -4.019 -2.330 -0.571
H 2.542 -2.811 0.044
H 1.446 -1.029 1.338
H 3.431 0.032 1.010
H 2.043 1.466 -0.759
H 2.063 0.096 -1.830
H -2.237 1.273 -0.643
H -2.279 0.819 1.116
H -1.538 -1.515 0.320
H -1.950 -1.001 -1.349
H -3.899 -1.018 0.987
H -4.186 -0.314 -0.600
C 0.823 4.526 0.541
O 1.915 5.425 0.330
P 1.641 6.735 -0.648
O 0.556 7.426 0.098
O 1.087 5.809 -1.891
C 1.933 4.793 -2.439
O 2.156 7.927 -1.676
C 1.137 8.697 -2.309
H 0.691 4.406 1.614
H -0.105 4.882 0.102
H 1.075 3.559 0.107
H 1.345 3.882 -2.550
H 2.785 4.576 -1.793
H 2.292 5.107 -3.419
H 0.765 9.462 -1.631
H 0.314 8.070 -2.649
H 1.596 9.184 -3.169
C -2.681 -5.047 2.760
O -1.270 -4.979 2.986
P -0.291 -4.974 1.649
O -0.761 -3.734 0.966
O -0.950 -6.348 1.041
C -0.916 -7.549 1.822
O 1.152 -5.242 0.887
C 1.146 -5.088 -0.534
H -3.139 -4.220 3.299
H -2.943 -4.981 1.708
H -3.057 -5.988 3.166
H -1.904 -8.007 1.788
H -0.664 -7.353 2.865
H -0.188 -8.238 1.397
H 1.204 -4.035 -0.796
H 0.260 -5.532 -0.985
H 2.030 -5.591 -0.923
*
```


# 6
C9H12BNO as an isolated structure at a distorted geometry, computed with ωB97M-V/def2-TZVPD.

Output
- HOMO energy: -7.556 eV
- ΔE to the lowest compared entry with this formula, charge and spin: 102.1 kJ/mol
- Calculated total energy: -504.95202 hartree
- Lowest unoccupied orbital energy: 0.72 eV

```
! RIJCOSX wB97M-V def2-TZVPD def2/J DEFGRID3
* xyz 0 1
B 0.179 0.170 -0.440
C 3.212 2.061 0.049
C 3.618 0.719 0.164
C 1.869 2.055 -0.158
C 2.489 -0.071 0.018
C 2.515 -1.500 -0.018
C 1.506 -2.347 -0.100
C 0.082 -1.862 -0.163
C -3.030 0.905 0.653
C -2.314 0.429 -0.590
N 1.453 0.763 -0.218
O -0.950 0.798 -0.613
H 3.805 2.880 0.115
H 4.677 0.502 0.369
H 1.280 2.847 -0.330
H 3.427 -1.994 0.097
H 1.471 -3.473 -0.214
H -0.294 -2.096 0.847
H -0.355 -2.354 -1.053
H -2.467 1.789 1.118
H -4.032 1.343 0.238
H -3.165 0.091 1.451
H -2.843 0.891 -1.587
H -2.206 -0.726 -0.751
*
```


# 7
An isolated ion of composition C4H8NS2 and charge +1 at a distorted geometry, computed with ωB97M-V/def2-TZVPD.

Output
- HOMO energy (alpha / beta): -12.861 / -12.861 eV
- ΔE to the lowest compared entry with this formula, charge and spin: 342.6 kJ/mol
- Calculated total energy: -1007.94125 hartree
- Lowest unoccupied orbital energy (alpha / beta): -3.93 / -3.93 eV

```
! RIJCOSX wB97M-V def2-TZVPD def2/J DEFGRID3
* xyz 1 1
C -1.695 -0.237 0.005
C -1.173 -0.255 1.207
C -0.883 -0.052 -1.233
C 0.960 0.249 0.050
N 0.299 0.224 1.347
S 2.010 -1.293 0.051
S 1.776 1.808 -0.156
H -2.698 -0.491 -0.163
H -1.870 -0.462 2.001
H -0.485 -0.929 -1.856
H -0.960 0.815 -1.743
H 0.423 1.069 2.019
H 0.768 -0.576 1.850
H 3.134 -0.817 -0.472
H 2.474 1.577 -1.285
*
```


# 8
CH7OS2 as an isolated structure at a distorted geometry, computed with ωB97M-V/def2-TZVPD.

Output
- HOMO energy: -14.199 eV
- ΔE to the lowest compared entry with this formula, charge and spin: 522.5 kJ/mol
- Calculated total energy: -913.42256 hartree
- Lowest unoccupied orbital energy: -9.85 eV

```
! RIJCOSX wB97M-V def2-TZVPD def2/J DEFGRID3
* xyz 1 1
O -3.065 -0.100 3.363
H 0.494 -0.605 0.061
H 0.297 -2.426 1.189
H -2.182 0.249 3.318
C 1.604 0.994 -2.364
S 1.435 -0.255 -1.354
S -0.383 -1.207 1.182
H 0.690 1.364 -2.752
H 2.096 0.659 -3.260
H 2.092 1.807 -1.763
H -3.078 -0.480 2.380
*
```